Entry 1:
{
  "formula": "C17H20NS2",
  "method": "ωB97M-V/def2-TZVPD",
  "elements": ["C", "C", "C", "C", "C", "N", "C", "C", "H", "H", "H", "H", "H", "H", "H", "H", "H", "C", "C", "C", "C", "C", "S", "C", "C", "C", "S", "C", "C", "H", "H", "H", "H", "H", "H", "H", "H", "H", "H", "H"],
  "coordinates": [[-2.974, 0.310, 2.259], [-1.481, 0.270, 2.268], [-0.748, 1.465, 2.274], [0.639, 1.442, 2.274], [1.339, 0.209, 2.251], [2.698, 0.196, 2.191], [0.589, -0.994, 2.279], [-0.798, -0.954, 2.276], [-3.381, -0.704, 2.254], [-3.363, 0.834, 3.140], [-3.353, 0.836, 1.374], [-1.279, 2.419, 2.275], [1.213, 2.370, 2.290], [3.245, -0.658, 2.228], [3.217, 1.062, 2.252], [1.125, -1.946, 2.306], [-1.374, -1.882, 2.277], [8.304, -0.602, 2.212], [7.684, -1.026, 3.396], [6.529, -1.808, 3.350], [5.949, -2.166, 2.113], [4.712, -2.965, 2.066], [4.023, -3.280, 0.536], [2.590, -4.395, 0.745], [2.713, -5.396, 1.877], [2.672, -4.667, 3.205], [4.112, -3.591, 3.536], [6.596, -1.755, 0.925], [7.753, -0.977, 0.978], [9.203, 0.017, 2.251], [8.109, -0.741, 4.361], [6.078, -2.142, 4.287], [1.714, -3.744, 0.872], [2.520, -4.902, -0.228], [1.846, -6.063, 1.833], [3.616, -6.006, 1.781], [1.788, -4.020, 3.288], [2.677, -5.372, 4.049], [6.207, -2.060, -0.048], [8.236, -0.656, 0.053]],
  "multiplicity": 1,
  "charge": 1,
  "homo_energy_ev": -9.78,
  "gap_ev": 4.510,
  "fmax_ha_per_bohr": 0.0333
}

---

Entry 2:
{
  "formula": "C16H36N3O9S",
  "method": "ωB97M-V/def2-TZVPD",
  "elements": ["C", "C", "S", "C", "N", "C", "N", "N", "H", "H", "H", "H", "H", "H", "H", "H", "H", "H", "H", "H", "C", "C", "O", "C", "O", "O", "C", "H", "H", "H", "H", "H", "H", "H", "H", "C", "C", "O", "C", "O", "O", "C", "H", "H", "H", "H", "H", "H", "H", "H", "C", "C", "O", "C", "O", "O", "C", "H", "H", "H", "H", "H", "H", "H", "H"],
  "coordinates": [[-3.199, 2.429, 0.671], [-2.149, 1.350, 0.367], [-0.554, 1.729, 1.152], [0.690, 1.547, -0.134], [0.662, 2.544, -1.212], [-0.070, 2.547, -2.307], [-0.615, 1.437, -2.833], [-0.144, 3.724, -2.998], [-3.733, 2.198, 1.595], [-3.932, 2.477, -0.136], [-2.735, 3.408, 0.801], [-2.481, 0.383, 0.752], [-2.037, 1.229, -0.710], [1.621, 1.723, 0.410], [0.768, 0.533, -0.532], [1.324, 3.305, -1.146], [-1.529, 1.546, -3.261], [-0.517, 0.597, -2.282], [-0.515, 3.619, -3.933], [-0.596, 4.478, -2.497], [3.328, -3.074, 2.655], [4.262, -3.297, 1.489], [3.528, -3.542, 0.268], [3.037, -2.472, -0.322], [3.163, -1.323, 0.026], [2.326, -2.859, -1.393], [1.771, -1.761, -2.098], [2.638, -3.912, 2.758], [3.897, -2.980, 3.579], [2.743, -2.165, 2.521], [4.863, -4.192, 1.631], [4.933, -2.453, 1.339], [2.538, -1.050, -2.401], [1.034, -1.261, -1.465], [1.280, -2.172, -2.975], [-6.028, -0.362, -5.901], [-4.712, -1.103, -5.964], [-3.808, -0.502, -6.915], [-3.166, 0.579, -6.514], [-3.227, 1.081, -5.413], [-2.433, 1.028, -7.527], [-1.702, 2.226, -7.279], [-6.471, -0.290, -6.894], [-6.721, -0.895, -5.251], [-5.894, 0.646, -5.510], [-4.852, -2.116, -6.331], [-4.227, -1.153, -4.990], [-1.075, 2.117, -6.393], [-2.380, 3.069, -7.154], [-1.078, 2.379, -8.153], [2.555, -1.234, 9.533], [3.457, -1.401, 8.331], [2.702, -1.669, 7.132], [2.140, -0.610, 6.565], [2.230, 0.534, 6.926], [1.451, -1.027, 5.496], [0.750, 0.012, 4.810], [1.909, -2.104, 9.647], [3.158, -1.129, 10.435], [1.930, -0.348, 9.432], [4.101, -2.270, 8.445], [4.082, -0.524, 8.173], [1.420, 0.832, 4.560], [-0.071, 0.385, 5.420], [0.359, -0.445, 3.905]],
  "multiplicity": 1,
  "charge": 1,
  "homo_energy_ev": -12.36,
  "gap_ev": 9.365,
  "fmax_ha_per_bohr": 0.0163
}

---

Entry 3:
{
  "formula": "C3H3FS",
  "method": "ωB97M-V/def2-TZVPD",
  "elements": ["C", "C", "C", "H", "H", "H", "F", "S"],
  "coordinates": [[0.163, -0.337, 0.235], [1.083, 0.601, 0.490], [-0.903, -0.185, -0.681], [1.827, 0.499, 1.253], [0.800, 1.478, -0.061], [-1.097, 0.827, -1.060], [0.193, -1.559, 0.792], [-2.067, -1.325, -0.969]],
  "multiplicity": 1,
  "relative_energy_kcal_mol": 4.4,
  "homo_energy_ev": -9.01,
  "gap_ev": 7.815,
  "smiles": "C=C(F)C=S",
  "fmax_ha_per_bohr": 0.0623
}

---

Entry 4:
{
  "formula": "C36H34FI2N6O4PdS",
  "method": "ωB97M-V/def2-TZVPD",
  "elements": ["Pd", "I", "C", "C", "C", "I", "C", "O", "C", "C", "N", "C", "C", "C", "C", "C", "C", "N", "C", "H", "H", "H", "H", "H", "H", "H", "H", "H", "H", "H", "C", "C", "N", "C", "C", "C", "O", "O", "C", "O", "C", "C", "C", "F", "C", "C", "C", "N", "C", "C", "N", "C", "C", "H", "H", "H", "H", "H", "H", "H", "H", "H", "H", "H", "H", "H", "H", "H", "H", "H", "H", "S", "C", "N", "C", "C", "C", "C", "C", "C", "H", "H", "H", "H", "H"],
  "coordinates": [[-2.625, -0.681, -0.383], [-9.789, 2.318, -0.288], [-7.925, 1.662, -0.777], [-7.216, 2.274, -1.835], [-5.999, 1.783, -2.156], [-4.889, 2.614, -3.731], [-5.372, 0.660, -1.472], [-4.267, 0.221, -1.887], [-6.105, 0.112, -0.333], [-5.553, -0.979, 0.554], [-4.551, -1.791, -0.127], [-4.184, -3.034, 0.556], [-3.008, -3.646, -0.161], [-2.779, -5.011, -0.177], [-1.670, -5.496, -0.851], [-0.825, -4.603, -1.494], [-1.116, -3.256, -1.433], [-2.186, -2.791, -0.783], [-7.347, 0.600, -0.048], [-7.658, 3.109, -2.362], [-6.389, -1.596, 0.900], [-5.081, -0.558, 1.446], [-4.862, -2.001, -1.072], [-5.019, -3.738, 0.586], [-3.902, -2.784, 1.581], [-3.464, -5.679, 0.326], [-1.473, -6.559, -0.881], [0.043, -4.945, -2.040], [-0.488, -2.513, -1.906], [-7.916, 0.168, 0.767], [3.702, -1.055, 4.141], [3.087, 0.279, 3.753], [2.180, 0.166, 2.592], [0.867, 0.055, 2.809], [-0.089, -0.134, 1.841], [-1.497, -0.281, 2.365], [-1.768, 0.237, 3.437], [-2.323, -1.012, 1.687], [0.307, -0.159, 0.479], [-0.462, -0.265, -0.519], [1.745, -0.038, 0.237], [2.233, -0.096, -1.074], [3.574, -0.042, -1.311], [4.017, -0.160, -2.576], [4.515, 0.104, -0.275], [4.034, 0.176, 1.017], [2.660, 0.093, 1.292], [5.914, 0.171, -0.492], [6.428, 0.731, -1.732], [7.847, 1.221, -1.511], [8.698, 0.067, -1.043], [8.132, -0.571, 0.199], [6.694, -0.981, -0.061], [4.371, -0.918, 4.990], [4.273, -1.494, 3.322], [2.929, -1.766, 4.432], [3.838, 1.034, 3.527], [2.488, 0.676, 4.571], [0.541, 0.121, 3.840], [1.543, -0.218, -1.898], [4.746, 0.318, 1.816], [5.824, 1.582, -2.038], [6.415, 0.008, -2.560], [7.893, 1.978, -0.731], [8.288, 1.606, -2.428], [9.654, 0.383, -0.871], [8.755, -0.633, -1.787], [8.194, 0.179, 0.985], [8.760, -1.423, 0.452], [6.286, -1.389, 0.861], [6.669, -1.787, -0.811], [-3.570, 3.641, 1.595], [-3.398, 1.954, 1.365], [-2.994, 1.573, 0.187], [-2.787, 2.672, -0.628], [-2.327, 2.645, -1.950], [-2.135, 3.879, -2.625], [-2.423, 5.092, -2.013], [-2.893, 5.115, -0.713], [-3.068, 3.900, -0.027], [-3.596, 1.263, 2.176], [-2.026, 1.712, -2.406], [-1.738, 3.850, -3.632], [-2.277, 6.024, -2.541], [-3.115, 6.060, -0.233]],
  "multiplicity": 5,
  "relative_energy_kcal_mol": 8.5,
  "charge": 3,
  "homo_energy_ev": [-14.62, -14.72],
  "gap_ev": [7.741, 3.896],
  "fmax_ha_per_bohr": 0.0182
}

---

Entry 5:
{
  "formula": "C3H6N4O3",
  "method": "ωB97M-V/def2-TZVPD",
  "elements": ["C", "C", "C", "H", "H", "H", "H", "H", "H", "N", "N", "N", "N", "O", "O", "O"],
  "coordinates": [[1.622, 0.222, -0.051], [-1.269, -0.066, -0.374], [-2.621, 0.397, -0.096], [3.265, 1.058, -0.976], [3.333, -0.156, 0.441], [0.530, -1.312, 0.925], [1.974, -1.235, 1.071], [-0.960, 1.749, 0.079], [-2.846, -1.505, -0.172], [2.939, 0.108, -0.549], [1.274, -0.603, 0.986], [0.787, 1.007, -0.663], [-0.344, 0.794, 0.350], [-1.184, -1.105, -1.151], [-3.438, -0.838, 0.133], [-3.064, 1.487, 0.048]],
  "multiplicity": 1,
  "relative_energy_kcal_mol": 84.8,
  "homo_energy_ev": -9.82,
  "gap_ev": 9.223,
  "smiles": "NC(N)=NNC(=O)C(=O)O",
  "fmax_ha_per_bohr": 0.1611
}

---

Entry 6:
{
  "formula": "CH14BaO10",
  "method": "ωB97M-V/def2-TZVPD",
  "elements": ["Ba", "C", "O", "O", "O", "O", "H", "H", "O", "H", "H", "O", "H", "H", "O", "H", "H", "O", "H", "H", "O", "H", "H", "O", "H", "H"],
  "coordinates": [[0.001, 0.038, 0.029], [-3.843, -2.200, 2.891], [-4.543, -2.831, 3.670], [-3.245, -1.164, 3.162], [-3.711, -2.680, 1.770], [0.562, 4.285, 1.958], [1.093, 5.007, 2.293], [-0.332, 4.626, 1.953], [4.495, 0.421, -0.495], [5.052, 0.887, 0.129], [5.002, -0.354, -0.737], [2.629, -0.458, 4.210], [3.064, -1.217, 4.597], [3.145, 0.292, 4.507], [1.104, -4.503, -0.055], [1.235, -5.307, 0.446], [0.684, -4.791, -0.866], [-3.596, 2.789, -0.989], [-4.180, 2.922, -1.737], [-4.127, 3.018, -0.227], [-0.914, -2.129, -4.047], [-1.783, -2.303, -4.410], [-0.307, -2.477, -4.700], [0.904, 2.631, -4.074], [0.086, 2.526, -4.559], [1.523, 2.972, -4.721]],
  "multiplicity": 1,
  "relative_energy_kcal_mol": 206.4,
  "homo_energy_ev": -4.40,
  "gap_ev": 2.557,
  "fmax_ha_per_bohr": 0.0779
}

---

Number 1: electronic energy -41107.67288 eV. Number 2: electronic energy -50904.18939 eV. Number 3: electronic energy -16710.63478 eV. Number 4: electronic energy -88224.06346 eV. Number 5: electronic energy -15307.54636 eV. Number 6: electronic energy -22426.31371 eV.